Entry 1:
Density functional theory data (wB97M-V/def2-TZVPD) for CH2N2P2 in the gas phase in a non-equilibrium geometry.

Structure (XYZ):
```
7
Properties=species:S:1:pos:R:3:forces:R:3
P 1.2771 1.4048 -1.3003 -0.226 -0.214 0.802
C 1.1419 -0.2070 -0.1365 -2.595 3.239 0.507
H -1.6946 1.2433 0.2685 -0.146 -0.397 0.400
H 1.6965 -1.0577 -0.0799 1.672 -2.567 -0.494
N 0.1693 -0.0972 0.6828 1.357 -1.604 -0.224
N 0.2398 2.3171 -0.5774 -0.359 -1.146 1.665
P -0.5636 1.2659 1.1374 0.296 2.689 -2.656
```
Forces are in eV/Å.

Properties
Total charge: 0
Energy above the lowest of the compared OMol25 structures with the same formula, charge and spin: 2.212 eV
Electronic energy: -831.444075 hartree
HOMO energy: -9.477 eV
SMILES: c1n[pH]np1
Spin multiplicity: 1

Atomic partial charges in e from the natural (NBO) method, atoms 1 to 4: atom 1 (P): 0.87, atom 2 (C): -0.12, atom 3 (H): -0.03, atom 4 (H): 0.18

Entry 2:
Density functional theory data (wB97M-V/def2-TZVPD) for a molecular structure, C4H9NO2.

Structure (XYZ):
```
16
Properties=species:S:1:pos:R:3:forces:R:3
O 0.0144 0.7824 -0.9281 0.042 0.017 -0.037
H 2.1336 -0.5017 0.6645 -0.073 0.087 0.028
H -2.3400 -1.4518 -0.0525 0.063 0.125 -0.058
O 1.4892 2.4110 0.2464 -0.094 -0.695 -0.121
C -1.9694 -0.5168 -0.4879 -0.044 -0.004 -0.001
N 1.4193 0.1502 0.9690 0.086 0.002 -0.080
H 0.1879 -1.4815 1.4394 -0.021 0.144 -0.083
C 1.3620 1.2488 0.0905 0.167 0.492 0.004
H 2.1153 0.7332 -1.2143 0.007 0.067 0.055
H -2.4091 0.3250 0.0568 0.068 -0.114 -0.065
H -0.5442 0.1174 1.6857 0.064 -0.081 -0.097
C 0.0999 -0.4742 1.0258 -0.160 -0.061 0.066
H -2.3014 -0.4644 -1.5282 0.049 -0.015 0.141
H 1.1397 0.6494 -1.4474 -0.068 0.046 0.119
C -0.4564 -0.4512 -0.4091 -0.024 -0.105 0.059
H -0.0096 -1.2811 -0.9787 -0.062 0.094 0.069
```
Forces are in eV/Å.

Properties
Total charge: 0
Energy above the lowest of the compared OMol25 structures with the same formula, charge and spin: 4.478 eV
Electronic energy: -362.920980 hartree
HOMO energy: -9.623 eV
Spin multiplicity: 1

Atomic partial charges in e from the natural (NBO) method, atoms 1 to 4: atom 1 (O): -0.67, atom 2 (H): 0.39, atom 3 (H): 0.21, atom 4 (O): -0.52

Entry 3:
Density functional theory data (wB97M-V/def2-TZVPD) for 2 unconnected molecules or ions with the total composition C9H13BrO in a non-equilibrium geometry.

Structure (XYZ):
```
24
Properties=species:S:1:pos:R:3:forces:R:3
H 1.8421 1.1340 -2.2755 0.243 -0.222 0.307
C 2.4424 -1.1290 0.5704 1.137 -0.332 1.195
C 0.3419 -0.2596 0.7258 -0.693 1.950 -2.350
H -2.8405 0.9319 1.6439 0.164 0.298 0.175
H 2.6374 -0.8774 1.6805 1.089 -0.043 -2.056
H 0.6845 1.2188 2.4424 0.874 0.270 1.773
H -1.5049 -0.3856 3.2065 -0.561 0.124 1.312
H 0.3091 -1.2817 -2.5207 0.125 1.246 -0.089
H -1.7182 -2.0099 2.3481 0.284 2.197 -0.716
C -0.2606 0.7482 -1.6975 0.123 -0.280 1.009
C 0.8288 1.0655 -2.6371 1.147 -0.069 -0.298
C -1.6577 -0.8546 2.2734 -0.892 -1.550 -0.309
H 0.7594 1.6226 -3.5796 -0.483 0.310 0.610
H -0.0489 1.7541 0.8324 0.414 1.289 -0.009
O 1.0690 -1.3235 0.6348 -2.161 -0.065 -0.646
C 0.0346 -0.2214 -2.7744 0.484 -1.298 1.095
Br -1.8655 1.8684 -1.6582 0.319 -0.331 0.027
C 0.2134 1.0138 1.5477 -1.351 -2.126 -2.847
C -2.3989 0.0363 1.2426 -0.324 -0.856 -0.653
H 2.7487 -0.4210 -0.2458 -0.290 -0.295 1.153
C -0.8995 -0.0337 1.3078 -0.763 -0.355 0.535
H -3.0455 -0.3038 0.3593 1.560 -0.097 1.398
H -0.4230 -0.1487 -3.7161 -1.210 -0.226 -0.993
H 2.7517 -2.1437 0.2890 0.765 0.461 0.376
```
Forces are in eV/Å.

Properties
Total charge: 0
Energy above the lowest of the compared OMol25 structures with the same formula, charge and spin: 5.874 eV
Electronic energy: -2999.673918 hartree
HOMO energy (spin up / spin down): -7.022 / -7.303 eV
Spin multiplicity: 1

Atomic partial charges in e from the natural (NBO) method, atoms 1 to 4: atom 1 (H): 0.20, atom 2 (C): -0.26, atom 3 (C): 0.55, atom 4 (H): 0.22

Entry 4:
Density functional theory data (wB97M-V/def2-TZVPD) for 2 unconnected molecules or ions with the total composition C16H12FN4O10S in a non-equilibrium geometry.

Structure (XYZ):
```
44
Properties=species:S:1:pos:R:3:forces:R:3
C -0.3931 1.5208 2.5122 -0.258 -0.092 -0.471
C -0.9973 1.7706 -0.2335 -4.146 -2.871 0.827
O -1.9679 5.4671 -2.2178 1.018 -0.668 -1.111
H 1.7017 3.7196 3.9583 0.050 0.165 -0.003
N 2.5120 3.6734 -5.7518 0.926 -0.292 -1.775
O 2.6839 3.8160 0.1137 1.307 -0.536 -1.622
H 0.0649 4.5607 -5.3625 0.056 -0.155 0.085
H -0.1114 3.6134 2.2816 -0.012 0.100 -0.033
O 1.8467 3.8559 -6.7767 0.323 -0.049 1.120
O 3.6957 3.3214 -5.7865 -1.441 0.430 0.626
H 2.4007 1.6802 5.1434 0.143 0.020 0.088
S -1.7658 1.4059 1.3443 -0.306 0.381 -0.098
C 0.5808 4.3462 -4.4340 0.332 -0.188 -0.775
O -2.8020 0.7727 -1.4231 0.274 0.394 0.653
C 1.6246 1.6331 4.3957 0.145 0.041 0.111
C 0.2193 2.7212 2.7913 -0.157 0.556 -0.158
N 2.8536 3.6524 -1.1165 -3.907 1.383 4.209
C 2.5335 3.6625 -3.2380 2.553 -0.839 0.106
H -5.3834 1.0150 -2.2968 0.015 0.077 -0.012
H 0.0285 4.4683 -1.0719 -0.005 0.155 -0.160
N 3.7988 3.2766 -2.9662 0.088 -0.191 -4.041
C 1.8564 3.9001 -2.0494 2.618 -0.615 -0.350
O -1.0515 1.7592 -2.5185 0.126 0.156 -1.069
C 1.8699 3.8858 -4.4733 -0.565 0.193 0.050
C -3.3199 0.5383 -2.7113 0.163 0.042 -0.859
O 4.0130 3.2553 -1.6661 -2.031 0.662 0.746
H -5.1986 -0.1652 -3.5962 0.245 0.082 -0.095
C -1.5945 1.4372 -1.4595 0.851 0.450 1.334
O -2.6375 2.5867 1.6916 1.033 -2.721 -0.266
C 1.0206 0.4297 4.1002 0.063 -0.157 0.141
O -2.0627 4.9699 -4.3280 0.937 -0.036 0.916
C 0.0134 0.3772 3.1583 -0.217 -0.619 -0.033
C 1.2257 2.7786 3.7342 0.102 0.202 0.028
F 0.1607 2.3827 -0.2000 2.372 1.261 0.248
H -0.4894 -0.5513 2.9327 -0.006 -0.052 -0.065
N -1.4588 5.0253 -3.2532 -2.028 0.663 0.276
O -2.2026 -0.0305 1.4926 0.074 3.162 -0.516
C -4.7905 0.1674 -2.6404 0.027 -0.019 0.536
H -4.9490 -0.6344 -1.9169 0.066 -0.055 -0.015
C 0.5479 4.3524 -2.0158 -1.480 0.285 0.794
H -2.7048 -0.2594 -3.1546 -0.337 0.102 -0.208
C -0.0872 4.5662 -3.2182 1.186 -0.233 0.862
H -3.1520 1.4540 -3.2992 -0.223 -0.427 -0.099
H 1.3288 -0.4700 4.6085 0.026 -0.148 0.077
```
Forces are in eV/Å.

Properties
Total charge: -1
Electronic energy: -2086.031657 hartree
HOMO energy: -3.987 eV
Spin multiplicity: 1

Atomic partial charges in e from the natural (NBO) method, atoms 1 to 4: atom 1 (C): -0.30, atom 2 (C): -0.23, atom 3 (O): -0.36, atom 4 (H): 0.21